(1)
DFT (ωB97M-V/def2-TZVPD) results for 9 unconnected molecules or ions with the total composition C18H54O18.

The lowest unoccupied orbital energy (spin up / spin down) is 1.6 / 1.6 eV. The value obtained for the maximum force is 3.8 eV/A. The value obtained for the HOMO-LUMO gap (spin up / spin down) is 1.46 / 8.50 eV. As for the energy relative to the best compared isomer or geometry (same formula, charge and spin): 2.489 eV.

Geometry as ORCA input:
```
! RIJCOSX wB97M-V def2-TZVPD def2/J DEFGRID3
* xyz -1 2
C -6.1427 -0.2413 3.4846
C -4.9670 -1.0349 3.0109
O -3.8303 -0.2783 2.6792
O -6.4565 0.6638 2.4152
H -5.8426 0.2495 4.4103
H -7.0362 -0.8468 3.6367
H -5.3570 -1.7858 2.3237
H -4.5063 -1.6161 3.8096
H -4.0689 0.5132 2.1911
H -7.3735 0.8978 2.2538
C 2.5125 -5.6128 -0.6619
C 1.8588 -4.7424 0.3957
O 2.6268 -4.9740 1.5524
O 3.8853 -5.1436 -1.0681
H 1.7791 -5.6183 -1.4684
H 2.5517 -6.6342 -0.2833
H 0.8516 -5.1025 0.6056
H 1.9621 -3.6833 0.1594
H 2.2871 -5.7390 2.0226
H 3.8629 -4.9217 -2.0018
C -0.1199 0.8603 0.5858
C -0.4955 -0.5665 1.1687
O 0.2156 -1.4651 0.3843
O 1.2568 1.0548 0.8622
H -0.6817 1.7054 0.9836
H -0.3737 0.8658 -0.4742
H -1.5747 -0.7069 1.1084
H -0.2663 -0.6562 2.2306
H -0.4475 -2.0445 0.0019
H 1.7361 0.4059 0.3417
C -3.6253 -0.0948 -1.7669
C -4.6188 0.9242 -2.3673
O -4.3016 2.1677 -1.8090
O -4.1643 -0.6132 -0.5764
H -2.6082 0.2761 -1.6408
H -3.6527 -0.8684 -2.5343
H -5.6312 0.5539 -2.2059
H -4.4230 1.1232 -3.4210
H -4.4828 2.1354 -0.8668
H -4.1081 0.0959 0.0683
C 7.0698 1.1734 2.1677
C 5.7010 1.1285 2.7760
O 4.7879 1.6400 1.8542
O 7.4406 2.4620 1.7294
H 7.2189 0.5687 1.2732
H 7.8112 1.1112 2.9643
H 5.8545 1.7635 3.6485
H 5.4320 0.1210 3.0933
H 3.9282 1.2607 2.0506
H 6.6619 2.5869 1.1820
C -3.4360 2.9518 1.4026
C -4.0068 4.3935 1.0011
O -5.0830 4.7359 1.8319
O -4.3406 1.9388 0.9728
H -3.1140 2.7330 2.4207
H -2.5383 2.8941 0.7871
H -4.2709 4.4535 -0.0547
H -3.1988 5.0935 1.2138
H -4.9903 5.2092 2.6619
H -5.1831 2.1869 1.3604
C 2.7266 4.0213 0.1234
C 2.2444 3.7918 -1.3531
O 3.2194 3.9751 -2.2525
O 2.6046 5.3464 0.7071
H 3.7997 3.8301 0.1342
H 2.1942 3.3277 0.7743
H 1.5260 4.5439 -1.6790
H 1.5804 2.9312 -1.4346
H 2.9988 3.7352 -3.1555
H 1.9192 5.7298 0.1551
C 3.6757 -1.1536 -1.9676
C 4.0750 0.3148 -1.8852
O 5.1914 0.4330 -2.8238
O 3.1895 -1.6535 -3.1847
H 2.8406 -1.3342 -1.2907
H 4.4958 -1.8425 -1.7655
H 4.4606 0.6375 -0.9182
H 3.2856 0.9985 -2.1975
H 4.7448 0.3972 -3.6728
H 2.6122 -1.0076 -3.5985
C -1.1618 -3.4853 -3.0482
C -1.7901 -4.2991 -1.9278
O -1.1408 -3.9920 -0.7428
O 0.1835 -3.0875 -2.9891
H -1.6494 -2.5141 -3.1317
H -1.3971 -3.9445 -4.0083
H -1.6192 -5.3684 -2.0530
H -2.8266 -3.9847 -1.8056
H -0.3285 -3.5855 -1.0535
H 0.3708 -2.6689 -3.8325
*
```

Mulliken atomic charge list, values in e, 5 entries: -0.391 -0.503 -0.414 -0.404 0.236

***

(2)
DFT (ωB97M-V/def2-TZVPD) results for 9 unconnected molecules or ions with the total composition C18H54O9.

As for the SMILES: CCO.CCO.CCO.CCO.CCO.CCO.CCO.CCO.CCO. The lowest unoccupied orbital energy is 0.5 eV. The value obtained for the maximum force is 3.2 eV/A. The value obtained for the HOMO-LUMO gap is 10.16 eV. As for the energy relative to the best compared isomer or geometry (same formula, charge and spin): 5.061 eV.

Geometry as ORCA input:
```
! RIJCOSX wB97M-V def2-TZVPD def2/J DEFGRID3
* xyz 0 1
C 22.9803 11.9717 -14.6105
C 24.0724 12.9848 -14.5358
O 25.2221 12.5559 -13.7821
H 23.3509 11.0267 -15.0075
H 22.1391 12.2617 -15.2400
H 22.5492 11.8250 -13.6201
H 23.7109 13.9303 -14.1317
H 24.3333 13.4212 -15.5000
H 25.3455 13.3279 -13.2251
C 20.6011 9.4071 -23.0021
C 20.3481 9.3811 -24.4758
O 21.6179 9.0780 -24.9140
H 19.7244 9.3976 -22.3544
H 21.1689 10.1987 -22.5133
H 21.2062 8.5317 -22.7663
H 20.0368 10.3532 -24.8581
H 19.6481 8.5814 -24.7178
H 21.9413 9.6574 -25.6077
C 21.2341 13.3801 -19.3764
C 20.4551 13.9297 -18.1794
O 20.1768 15.3121 -18.3611
H 21.2631 12.2923 -19.3135
H 22.2323 13.7926 -19.5230
H 20.7010 13.6732 -20.2809
H 20.9877 13.6383 -17.2741
H 19.4566 13.4939 -18.2139
H 19.5032 15.4989 -17.7030
C 22.4384 9.5493 -19.0836
C 21.5748 9.6599 -17.8471
O 22.0746 8.6940 -16.8944
H 22.0876 10.2626 -19.8294
H 22.2451 8.6278 -19.6327
H 23.4976 9.5572 -18.8264
H 20.5314 9.4576 -18.0889
H 21.7028 10.6649 -17.4451
H 22.0082 9.0015 -15.9875
C 23.7237 7.0887 -22.0732
C 24.6049 7.4510 -23.2725
O 24.1885 8.7605 -23.5783
H 23.8112 6.0127 -21.9226
H 22.6710 7.2167 -22.3250
H 23.9803 7.6584 -21.1800
H 24.2618 6.9063 -24.1521
H 25.6880 7.4179 -23.1544
H 23.4216 8.8004 -24.1543
C 27.7594 8.8429 -21.1900
C 26.7349 10.0228 -21.2411
O 26.2440 10.2228 -22.5399
H 28.0577 8.4838 -20.2050
H 28.6902 9.0045 -21.7337
H 27.3353 7.9522 -21.6535
H 27.2050 10.9644 -20.9572
H 25.9040 9.8596 -20.5547
H 25.4102 9.7479 -22.5690
C 20.7509 5.3801 -17.0171
C 19.2882 4.9352 -16.8529
O 18.8771 4.4132 -18.0926
H 21.4140 4.6828 -17.5290
H 21.1702 5.4507 -16.0135
H 20.9365 6.3200 -17.5369
H 18.5472 5.7274 -16.7460
H 19.1232 4.2550 -16.0172
H 18.9142 3.4573 -18.1729
C 24.6026 5.8312 -16.8822
C 25.3097 6.1496 -18.2162
O 26.4867 5.3260 -18.3233
H 25.2772 5.7859 -16.0273
H 24.0778 4.8764 -16.9157
H 23.8958 6.6419 -16.7053
H 25.5507 7.2111 -18.1585
H 24.5494 5.9655 -18.9752
H 26.9264 5.6899 -19.0952
C 19.5876 7.3539 -14.3444
C 20.0367 8.3992 -13.3598
O 21.3074 8.8543 -13.6541
H 20.5159 6.8784 -14.6609
H 19.0640 7.7043 -15.2339
H 18.9963 6.6023 -13.8213
H 20.0596 7.9987 -12.3463
H 19.3630 9.2531 -13.2870
H 21.5849 9.2101 -12.8067
*
```

Mulliken atomic charge list, values in e, 5 entries: -0.558 -0.491 -0.502 0.153 0.189